No. 1
Entry from the Open Molecules 2025 dataset: 13 unconnected molecules or ions with the total composition C15H56N6O13 in a non-equilibrium geometry (wB97M-V/def2-TZVPD).

The calculation puts the energy above the lowest of the compared OMol25 structures with the same formula, charge and spin at 25.1 kcal per mole. For the total energy, the calculation gives -1911.5441 hartree. Its multiplicity is 1.

Last column: Löwdin charge in e.
Positions of all 90 atoms, in Å:
O: -2.709 -0.887 5.255  -0.076
O: 2.921 -3.008 -1.349  -0.088
O: -3.189 1.349 1.948  -0.126
O: 3.960 0.629 -4.321  -0.152
O: -0.194 5.693 0.713  -0.134
O: 0.465 0.419 -0.648  -0.157
O: 2.536 -0.299 0.703  -0.035
O: 1.200 2.746 1.594  -0.155
O: 2.140 -3.271 1.467  -0.106
O: -3.877 1.455 -1.600  -0.127
O: -0.200 -4.299 0.621  -0.113
O: -2.513 -0.698 -3.133  -0.120
O: -0.363 0.857 -3.258  -0.156
N: 3.286 1.892 -2.467  0.176
N: 3.469 1.760 0.503  0.163
N: 4.834 0.265 -2.264  0.149
N: 4.806 0.049 0.342  0.117
N: -4.253 -0.226 0.561  0.152
N: -3.970 -0.702 2.660  0.146
C: -3.020 2.509 -1.473  -0.179
C: -0.410 4.504 -0.111  -0.144
C: -0.935 0.588 4.697  -0.084
C: 0.555 0.226 -4.085  -0.144
C: -3.028 -3.178 -3.094  -0.062
C: -2.059 -2.037 -3.526  -0.261
C: -1.628 -0.195 5.762  -0.327
C: -0.740 0.454 0.143  -0.135
C: -3.751 0.122 1.715  -0.687
C: 2.428 -2.122 -2.255  -0.217
C: 3.600 0.494 0.606  -0.642
C: 0.504 2.174 2.642  -0.165
C: 4.008 0.929 -2.976  -0.699
C: -0.555 -3.443 -0.374  -0.159
C: 1.772 -2.643 2.626  -0.186
H: 4.965 -1.001 0.454  0.191
H: 2.506 2.140 0.739  0.108
H: -0.890 4.923 -1.015  0.095
H: 4.358 2.298 0.446  0.159
H: 2.301 -1.107 -1.857  0.062
H: 1.293 3.690 1.782  0.105
H: -1.094 5.963 0.995  0.091
H: -0.526 -0.051 3.944  0.060
H: 1.409 -3.343 3.364  0.083
H: -0.104 1.168 5.076  0.072
H: 1.116 -1.795 2.438  0.064
H: 2.615 -2.783 -0.471  0.027
H: -0.696 -0.238 1.028  0.089
H: -1.127 -2.620 0.069  0.083
H: -1.238 -4.023 -0.998  0.079
H: -4.100 0.497 -0.214  0.090
H: 0.480 0.757 -5.052  0.100
H: 5.661 0.645 0.534  0.170
H: -2.526 -4.071 -3.207  0.041
H: -4.299 -1.751 2.580  0.172
H: -1.623 1.307 4.267  0.080
H: 2.653 -2.204 3.044  0.069
H: 0.212 -0.835 -4.307  0.085
H: 3.121 -2.073 -3.114  0.097
H: -3.172 -3.140 -2.059  0.034
H: -3.958 -1.165 0.270  0.110
H: -3.028 -1.382 5.996  0.090
H: 0.432 1.059 2.437  0.084
H: 0.038 0.852 -2.358  0.053
H: -3.199 2.981 -0.529  0.065
H: -1.183 -2.302 -3.061  0.048
H: 2.597 2.392 -3.061  0.144
H: -3.544 3.181 -2.159  0.095
H: -1.037 -4.748 0.907  0.135
H: 5.266 -0.548 -2.784  0.155
H: -0.936 3.705 0.399  0.055
H: -0.982 -0.967 6.225  0.124
H: -1.977 0.407 6.569  0.106
H: -3.472 -0.672 3.590  0.085
H: 1.388 -3.777 1.227  0.011
H: -1.709 -0.132 -3.252  0.020
H: 4.863 0.261 -1.180  0.045
H: 3.191 1.805 -1.459  0.058
H: 0.456 4.006 -0.484  0.059
H: -3.967 -3.137 -3.618  0.073
H: -1.492 0.004 -0.498  0.068
H: -4.084 1.431 -2.522  0.086
H: 1.476 -2.357 -2.620  0.037
H: -1.901 -1.938 -4.625  0.123
H: -1.006 1.484 0.466  0.059
H: 1.560 0.180 -3.659  0.050
H: -1.873 2.313 -1.606  0.106
H: 0.227 -2.958 -0.987  0.084
H: 0.854 2.500 3.671  0.108
H: -0.525 2.518 2.569  0.076
H: 1.138 0.549 0.045  0.014

---

No. 2
Entry from the Open Molecules 2025 dataset: a molecular structure, C35H24AsF5HfN2O3S3 in a non-equilibrium geometry (wB97M-V/def2-TZVPD).

The calculation puts the energy above the lowest of the compared OMol25 structures with the same formula, charge and spin at 0.0 kcal per mole. For the total energy, the calculation gives -5660.9975 hartree. Its multiplicity is 1.

Last column: Löwdin charge in e.
Positions of all 74 atoms, in Å:
Hf: 0.867 -0.223 -0.066  1.086
As: -1.846 1.069 -1.435  1.241
S: 3.151 1.126 -0.222  0.552
S: 2.588 -1.352 1.357  0.643
S: 1.523 -1.754 -2.075  0.671
F: 4.126 4.907 2.995  0.124
F: 0.398 1.110 1.614  -0.044
F: 1.769 4.654 4.321  0.120
F: 4.731 3.302 0.944  0.079
F: -0.019 2.760 3.585  0.134
O: -1.183 -0.252 -0.713  -0.581
O: -0.156 -1.881 0.864  -0.220
O: -1.300 -3.590 1.791  -0.001
N: 2.875 -3.345 -0.492  0.017
N: 0.620 -3.966 -0.828  0.111
C: -6.312 -0.201 -2.425  -0.071
C: -4.535 0.146 -0.817  -0.088
C: 0.894 -4.508 3.207  -0.029
C: -5.851 -0.228 -1.106  -0.066
C: 1.013 -3.367 2.377  -0.165
C: 1.139 2.865 2.913  -0.216
C: 0.699 2.820 -4.322  -0.066
C: 1.401 1.997 1.848  -0.280
C: -0.227 -2.902 1.618  -0.558
C: 3.248 3.963 2.618  -0.124
C: 0.851 -4.967 -0.045  -0.087
C: -0.367 3.871 1.357  -0.068
C: 3.545 3.118 1.553  -0.225
C: -1.520 4.519 1.810  -0.035
C: 2.276 -2.746 2.317  -0.599
C: -2.873 3.136 0.351  -0.084
C: 2.135 -5.272 0.609  -0.025
C: -2.772 4.152 1.307  -0.062
C: -4.141 0.576 -3.169  -0.089
C: 2.051 3.836 3.295  -0.160
C: 3.356 -3.255 3.057  -0.132
C: -3.677 0.549 -1.848  -0.278
C: -0.625 0.380 -3.984  -0.130
C: 0.823 1.817 -5.289  -0.075
C: 1.970 -5.012 3.943  -0.085
C: 3.205 -4.382 3.866  -0.081
C: 2.637 2.115 1.137  -0.527
C: -5.458 0.201 -3.457  -0.072
C: 1.655 -3.099 -1.084  -0.792
C: -0.750 1.382 -3.014  -0.350
C: -0.086 2.603 -3.185  -0.113
C: 3.112 -4.407 0.335  -0.099
C: -1.719 2.485 -0.104  -0.251
C: 0.161 0.598 -5.120  -0.075
C: -0.466 2.854 0.401  -0.129
H: 4.112 -4.500 0.744  0.142
H: -3.845 2.861 -0.033  0.094
H: 1.211 3.764 -4.454  0.104
H: -1.135 -0.567 -3.857  0.107
H: 0.034 -5.674 0.172  0.136
H: 3.615 -2.685 -0.703  0.124
H: 0.429 2.355 0.053  0.021
H: -3.664 4.655 1.657  0.104
H: -4.183 0.123 0.207  0.113
H: 0.256 -0.178 -5.868  0.105
H: 0.602 4.155 1.745  0.100
H: -6.512 -0.539 -0.308  0.106
H: -3.488 0.888 -3.973  0.095
H: -0.073 -5.004 3.270  0.119
H: -5.815 0.223 -4.478  0.104
H: 2.235 -6.134 1.250  0.118
H: 1.833 -5.887 4.565  0.101
H: -7.331 -0.491 -2.649  0.104
H: 4.325 -2.767 3.002  0.102
H: 4.052 -4.756 4.428  0.103
H: -1.443 5.306 2.549  0.114
H: 0.599 1.280 -1.298  -0.062
H: 1.430 1.986 -6.169  0.101
H: -0.177 3.386 -2.444  0.100

---

Look up the multiplicity of the first one. 1

---

Among the records above, which one has the highest energy above the lowest of the compared OMol25 structures with the same formula, charge and spin? C15H56N6O13